Formula: C24H33GaN12O2PS
Source: the Open Molecules 2025 dataset
Level of theory: the ωB97M-V functional and the def2-TZVPD basis

XYZ file:
```
74
Properties=species:S:1:pos:R:3:forces:R:3
Ga 1.32413 -0.19493 -0.92428 -0.19 0.17 -0.56
S -2.80452 -1.15661 -0.18898 -0.03 -0.74 -1.07
P 3.88201 1.80403 0.25208 0.63 0.11 -0.42
O -1.82648 -2.26664 -0.40490 -0.58 -0.64 0.28
O -4.02654 -1.15646 -0.95951 1.46 0.17 0.49
N -2.97980 1.68753 0.41341 1.15 0.27 -0.55
N 1.24911 0.62954 0.74814 0.23 -0.28 -0.85
N -0.85290 2.23217 -3.48573 -1.17 1.76 -1.14
N -1.21755 2.20419 -1.13968 -0.39 -1.06 0.69
N -1.75097 0.00197 -0.65317 0.23 1.90 -0.37
N 0.45384 0.88726 -2.37801 -0.10 0.24 0.34
N 5.20070 0.23465 -1.59848 0.84 -0.39 -0.41
N 0.83425 -2.10462 -1.21391 -0.78 -0.50 0.31
N -0.77053 -4.67920 0.07335 -1.04 -1.14 -0.78
N 2.15266 1.80248 2.29615 1.47 1.30 1.49
N -4.63715 -1.60267 5.39792 0.74 -0.06 -0.71
N 3.13131 -0.42629 -1.41389 1.09 0.39 -0.24
C 0.95563 1.40805 2.79857 -1.34 -0.27 -1.30
C -2.84033 -1.74553 3.77151 0.16 -0.11 0.82
C -1.22775 3.51464 -0.74397 -0.44 0.41 -0.01
C -2.15962 3.93554 0.13479 0.40 0.35 0.23
C -4.17413 -1.45784 4.13258 -0.71 0.48 -0.62
C 6.44587 0.92274 -1.37790 1.17 0.72 -0.85
C -2.00235 1.28225 -0.45105 -0.86 -1.51 0.32
C 0.82575 0.88697 -3.71962 0.62 -0.68 1.56
C -0.57199 1.75700 -2.29357 1.10 -0.42 0.40
C -5.03395 -1.01021 3.08422 0.62 0.17 -0.12
C 3.06474 2.69316 3.03858 -0.53 0.17 0.41
C -3.20420 -1.12680 1.46562 -0.73 -0.09 1.33
C -3.00454 2.95531 0.71050 -1.18 -0.20 0.53
C 0.54703 -4.56145 -0.60326 0.55 0.41 0.84
C 0.35352 0.71485 1.79139 0.30 0.04 1.30
C 0.02726 1.70487 -4.37838 -0.67 0.71 -0.87
C 2.37798 1.32115 1.07476 -0.35 -0.18 0.01
C 5.03876 -0.79404 -2.49713 0.38 -1.21 -1.18
C -4.54974 -0.81499 1.79719 0.21 -0.74 0.75
C 1.31437 -3.26857 -0.38804 -0.06 0.58 0.71
C -1.80973 3.31090 -3.94940 0.45 -0.76 -0.05
C -2.36413 -1.58771 2.50669 0.07 -0.09 -1.13
C 4.07621 0.47171 -0.93756 -1.92 -0.68 -0.19
C 3.77503 -1.23524 -2.41116 -1.19 0.96 1.10
H 2.76144 2.66694 4.09376 0.20 0.03 -0.37
H -2.22276 4.98833 0.38524 0.04 -0.22 0.20
H -1.24705 4.20208 -4.23984 -0.05 -0.23 0.17
H -3.96499 -1.74570 6.12679 -0.05 -0.10 0.28
H -5.25892 -0.52607 1.04089 0.09 0.16 -0.24
H 1.69713 0.39729 -4.05595 0.60 -0.66 -0.27
H 0.54841 1.71875 3.74201 0.21 0.03 0.16
H 6.51071 1.82358 -2.01685 -0.13 -0.41 0.18
H -6.08194 -0.79693 3.28698 0.23 -0.07 0.02
H -2.13477 -2.11887 4.50327 -0.18 0.02 0.24
H 3.01633 3.72482 2.67857 -0.23 -0.19 -0.07
H 7.31281 0.27527 -1.65780 -0.81 0.44 0.59
H 3.20990 -1.98747 -2.95507 0.50 0.14 0.08
H 1.38895 -3.01092 0.68479 -0.43 0.14 -0.45
H 0.40410 -4.75363 -1.63585 -0.13 -0.25 -1.01
H 6.46143 1.28212 -0.35605 0.34 -0.26 0.26
H -2.54786 3.52858 -3.20772 -0.18 0.16 0.70
H 4.08559 2.37289 2.93555 0.36 -0.37 -0.01
H -1.32411 -1.89253 2.34356 -0.38 0.22 -0.23
H -5.52290 -1.21869 5.65371 -0.31 0.04 0.10
H 1.14125 -2.27643 -2.17014 -0.36 -0.07 -0.07
H 0.00012 2.01914 -5.39107 0.08 0.02 -0.64
H 5.81499 -1.21703 -3.16712 -0.43 0.77 0.81
H -0.20997 -2.08814 -1.16872 0.14 -0.08 -0.18
H -1.31413 -5.46062 -0.37480 0.63 0.59 0.65
H -1.39263 -3.84938 -0.04688 0.04 0.59 0.18
H -0.65500 -4.91217 1.05616 -0.18 0.08 0.18
H -3.76784 3.16910 1.47216 0.35 0.51 -0.43
H -0.59757 0.24127 1.83414 -0.39 -0.28 -0.29
H -2.36699 2.92320 -4.79917 0.24 -0.09 -0.11
H -0.48158 4.16692 -1.15582 0.13 0.13 -0.40
H 1.17651 -5.32673 -0.17359 0.10 -0.46 -0.12
H 2.34010 -3.49212 -0.64100 0.33 0.11 -0.37
```
Forces are in eV/Å.

Values from the calculation:
**Net charge**: +3
**Max |F|**: 2.5 eV/A
**HOMO-LUMO gap**: 6.14 eV
**E_HOMO**: -0.52350 Ha
**Energy relative to the best compared isomer or geometry (same formula, charge and spin)**: 1.039 eV

Löwdin atomic charge list, values in e, 4 entries:
1 Ga 0.514
2 S 0.709
3 P 1.033
4 O -0.415

***

Formula: C24H33N2ORuSSi
Source: the Open Molecules 2025 dataset
Level of theory: the ωB97M-V functional and the def2-TZVPD basis

XYZ file:
```
63
Properties=species:S:1:pos:R:3:forces:R:3
Ru -0.00157 -0.36264 -0.01963 0.99 0.91 -1.20
S 1.22088 -3.02713 0.42704 0.08 -0.18 -0.22
Si -3.05361 -1.68702 0.51977 0.06 0.14 -0.04
O 0.68800 -2.11448 -0.73976 0.09 0.06 0.43
N -0.50524 -0.04125 -1.93838 -0.30 -0.45 0.16
N -1.85641 -0.66498 -0.36694 -0.12 -0.09 0.07
C -2.26068 -0.10607 -4.00514 -0.07 -0.02 0.07
C 0.47898 -4.59499 0.18365 0.00 0.09 0.06
C 3.87494 0.50759 0.79064 0.01 -0.01 -0.01
C -3.12926 -3.30396 -0.39911 0.00 0.02 0.05
C -1.79775 -0.38809 -1.71902 0.05 0.02 0.27
C 0.63540 2.30525 -0.03652 -0.23 -0.21 0.00
C -0.02569 0.20581 -3.15685 0.03 0.08 -0.10
C -0.73035 -7.07072 -0.10153 0.00 0.02 0.00
C -0.92422 0.19630 -4.21970 0.09 0.01 0.04
C 1.43385 0.46580 -3.34564 0.01 -0.02 0.00
C 2.91464 -3.31341 -0.07044 -0.06 -0.04 0.04
C 2.44435 0.94986 0.85124 0.01 -0.02 -0.11
C -0.05600 -5.22187 1.30418 -0.04 -0.01 -0.01
C -1.37929 -8.41413 -0.24749 0.00 -0.01 -0.01
C 1.58259 0.49049 1.86453 -0.33 -0.19 0.15
C -2.72957 -0.42152 -2.73520 -0.05 0.01 -0.10
C 0.41023 -5.17157 -1.08058 0.01 -0.01 0.00
C -2.32409 -1.86849 2.22690 -0.02 -0.04 -0.02
C 1.95769 1.88041 -0.07613 0.03 -0.19 0.02
C -0.23389 1.82438 0.95161 -0.09 0.11 0.22
C 0.26230 0.95550 1.94314 -0.14 -0.02 0.21
C -0.64824 -6.46307 1.15177 0.00 0.01 0.01
C -4.66452 -0.76752 0.54271 -0.01 -0.08 0.04
C -0.20118 -6.40312 -1.21077 0.00 0.00 -0.01
H 1.85815 -0.28603 -4.01180 0.01 0.01 0.00
H 4.11269 0.07274 -0.18214 0.00 0.01 0.00
H -3.65887 -3.20920 -1.34858 0.01 0.01 -0.01
H -2.50446 -0.98293 2.83911 0.01 0.01 0.00
H -4.54995 0.22529 0.98079 0.01 0.00 0.00
H -0.37863 0.64293 2.75768 0.02 0.05 0.02
H -5.39257 -1.31172 1.14972 0.00 0.00 -0.01
H -1.24875 -2.07081 2.21963 -0.01 -0.02 -0.03
H -0.56104 0.41728 -5.21349 0.00 0.00 0.00
H -0.88469 -9.14849 0.38909 0.00 0.00 0.00
H -5.09935 -0.65455 -0.45146 0.01 0.00 0.00
H -2.12918 -3.69337 -0.60381 0.00 -0.01 0.00
H -2.80011 -2.71259 2.73167 -0.01 0.03 0.03
H 0.25959 2.99746 -0.77902 0.03 0.01 -0.01
H -3.66074 -4.04960 0.19713 -0.02 0.01 -0.01
H 3.38225 -2.34062 -0.20926 0.01 0.00 0.03
H -0.00872 -4.75102 2.27876 0.01 0.00 0.00
H 2.94111 -3.89774 -0.98723 -0.02 0.03 -0.03
H -1.34052 -8.76923 -1.27468 0.00 0.00 0.00
H 1.96287 -0.18255 2.62243 0.00 0.02 0.02
H -3.76105 -0.68054 -2.54776 0.00 0.00 -0.01
H 1.59724 1.43906 -3.80910 0.00 0.01 0.01
H -0.26701 -6.86365 -2.18799 0.00 0.00 0.00
H 3.40039 -3.85325 0.74227 0.00 -0.03 -0.03
H -1.05698 -6.96812 2.01780 0.00 0.00 0.00
H 4.11151 -0.21206 1.57173 0.00 0.00 0.00
H 1.96660 0.42589 -2.39822 0.00 -0.01 0.00
H -1.25093 2.18729 1.00646 0.00 0.01 0.00
H 2.62613 2.27038 -0.83349 -0.01 -0.01 -0.01
H 4.53190 1.37008 0.91431 0.00 0.00 0.02
H -2.94587 -0.10851 -4.84249 0.00 0.00 0.00
H -2.42470 -8.36985 0.06103 0.00 0.00 0.00
H 0.81028 -4.66001 -1.94738 -0.01 -0.01 -0.01
```
Forces are in eV/Å.

Values from the calculation:
**Net charge**: +2
**Max |F|**: 1.8 eV/A
**<S²>**: 0.759
**HOMO-LUMO gap (alpha / beta)**: 7.17 / 7.02 eV
**E_HOMO (alpha / beta)**: -0.51710 / -0.52432 Ha
**2S+1**: 2
**Energy relative to the best compared isomer or geometry (same formula, charge and spin)**: 1.458 eV

Löwdin atomic charge list, values in e, 4 entries:
1 Ru 1.258
2 S 1.001
3 Si 0.454
4 O -0.612

***

Formula: C24H33N3O2
Source: the Open Molecules 2025 dataset
Level of theory: the ωB97M-V functional and the def2-TZVPD basis

XYZ file:
```
62
Properties=species:S:1:pos:R:3:forces:R:3
O 2.81229 6.19973 0.93926 0.04 0.00 0.05
O 4.66409 4.34115 1.42118 -0.57 0.25 -0.36
N -3.15498 -1.02217 1.08953 -0.03 0.22 0.02
N 2.84364 0.29710 -1.25709 0.15 -0.01 -0.05
N -0.72560 -0.43431 -0.32923 -0.09 0.11 -0.04
C 0.44680 -0.41761 -1.18819 0.31 -0.10 0.09
C 2.79776 5.05893 0.19891 0.07 -0.17 -0.04
C 2.04315 -1.54894 -2.74207 0.12 -0.04 0.25
C -3.11784 -0.12751 -0.04500 0.01 0.09 -0.31
C 1.82037 3.71251 -1.53163 0.15 -0.18 -0.02
C 5.64665 3.37929 1.70992 0.23 -0.18 0.10
C -5.58734 -4.44879 1.03612 -0.06 -0.08 -0.02
C -5.17203 -3.88273 -0.15448 -0.07 -0.09 -0.01
C 0.82540 -1.75493 -1.84525 -0.15 0.32 -0.17
C -4.36306 -2.76252 -0.14341 0.10 0.11 -0.06
C -0.76329 -1.46117 0.69287 -0.10 0.07 0.29
C 3.73740 2.90536 -0.34040 0.07 0.13 0.12
C 2.78231 1.45661 -2.13286 0.05 -0.04 0.04
C -1.98868 -0.42892 -1.04074 -0.19 0.08 0.09
C -1.85042 -1.10102 1.71353 0.36 -0.22 -0.04
C -5.21824 -3.85152 2.22835 0.02 -0.07 -0.09
C -4.15094 -2.06213 3.58563 -0.01 -0.04 -0.04
C -3.94994 -2.17412 1.05314 -0.29 -0.25 0.04
C 1.83646 4.87548 -0.77770 0.20 0.21 0.30
C 3.75794 4.05618 0.42161 0.04 0.13 0.09
C -4.42480 -2.71549 2.26168 0.06 0.02 0.04
C 3.18889 -0.94338 -1.92275 0.03 -0.11 -0.23
C 2.76731 2.72621 -1.32377 -0.15 0.12 -0.15
C 1.66922 0.12553 -0.42280 -0.25 0.06 -0.04
H 0.21474 0.30007 -1.98458 0.02 -0.04 0.01
H -3.95922 -1.00064 3.45289 0.03 0.09 0.06
H -3.29190 -2.51186 4.08525 0.07 0.05 0.07
H -1.96747 0.35785 -1.79891 -0.01 -0.03 -0.01
H -2.94425 0.87914 0.35410 -0.02 0.00 -0.13
H -6.20792 -5.33224 1.03775 -0.06 -0.07 0.00
H 1.94526 -0.57049 0.37483 -0.07 0.00 0.07
H 4.45470 2.11587 -0.18737 0.11 -0.09 0.08
H -1.61374 -0.12115 2.14255 0.06 -0.07 0.06
H 4.05863 -0.76590 -2.56031 0.03 -0.03 0.06
H -1.85935 -1.84978 2.50252 -0.03 0.05 0.05
H 3.54958 6.13649 1.56151 -0.03 0.00 -0.03
H -5.01140 -2.18693 4.24037 -0.01 0.01 0.06
H 1.06055 3.58218 -2.28774 -0.09 -0.05 -0.09
H -5.57369 -4.26398 3.16268 -0.04 -0.01 0.10
H -0.99152 -2.45821 0.27270 0.07 0.03 0.04
H 3.48060 -1.65559 -1.14255 0.04 -0.06 -0.06
H -4.08592 -0.13788 -0.54773 0.02 0.03 0.03
H 0.20037 -1.50667 1.20021 0.01 -0.07 0.02
H 1.78643 -0.87902 -3.56584 0.00 -0.01 -0.09
H -4.04674 -2.34478 -1.08663 0.07 0.04 -0.05
H 5.19769 2.43398 2.02970 0.02 0.03 -0.03
H 6.29520 3.19984 0.84682 -0.04 -0.01 0.03
H 6.23685 3.79512 2.52538 0.00 -0.09 -0.06
H 2.36360 -2.50026 -3.17144 0.02 0.02 -0.08
H 1.41559 1.08493 0.03098 -0.05 -0.07 0.07
H -2.17513 -1.39269 -1.54665 0.00 0.07 -0.01
H 1.10528 5.65229 -0.93279 -0.10 0.11 0.00
H -5.46867 -4.31772 -1.09815 -0.02 -0.02 -0.07
H -0.01324 -2.14258 -2.42902 -0.02 -0.08 0.06
H 1.06920 -2.48627 -1.07085 -0.03 -0.07 0.05
H 1.91623 1.45018 -2.81333 0.07 0.06 -0.02
H 3.68718 1.43989 -2.75071 -0.10 -0.05 -0.05
```
Forces are in eV/Å.

Values from the calculation:
**Structure (SMILES)**: COc1cc(CN2CCC[C@@H](N3CCN(c4ccccc4C)CC3)C2)ccc1O
**Max |F|**: 0.7 eV/A
**HOMO-LUMO gap**: 8.36 eV
**E_HOMO**: -0.28020 Ha
**Energy relative to the best compared isomer or geometry (same formula, charge and spin)**: 1.874 eV

Löwdin atomic charge list, values in e, 4 entries:
1 O 0.073
2 O -0.096
3 N -0.110
4 N -0.165